No. 1
Molecular formula: C8H9FN2
Method: DFT, ωB97M-V with the def2-TZVPD basis set

Computed properties:
- relative energy (zero: lowest compared OMol25 entry of this formula, charge and spin) (kcal per mole) = 31.1
- HOMO-LUMO gap (Ha) = 0.30754
- total charge = 0

Cartesian coordinates (Å):
C: -0.6905 1.6333 -0.8594
C: 0.9763 -0.7052 -1.6631
C: -0.3465 0.6276 -0.0858
C: 0.4936 -0.5050 -0.4803
C: -0.2715 -0.6711 1.6381
C: -0.2445 1.8081 -2.2749
C: 0.8448 0.8741 -2.8263
C: -0.3349 -1.3225 3.0306
N: -0.7400 0.5187 1.2423
N: 0.5527 -1.2665 0.7722
F: 0.5646 0.3092 -4.0059
H: -1.2671 2.4149 -0.5176
H: 1.6217 -1.4107 -2.2453
H: -1.2105 1.6226 -2.7923
H: 0.0629 2.9888 -2.4028
H: 1.8948 1.1872 -2.8857
H: 0.7061 -1.4323 3.3378
H: -1.0631 -2.2016 3.0899
H: -0.6919 -0.4233 3.6252
H: 0.6509 -2.2204 0.8946

Cartesian forces (eV/Å) of the 3 atoms listed first:
C 1.843 -0.626 -1.086
C 1.495 2.776 -4.666
C 0.183 0.362 0.375



No. 2
Molecular formula: C6H7NS2
Method: DFT, ωB97M-V with the def2-TZVPD basis set

Computed properties:
- relative energy (zero: lowest compared OMol25 entry of this formula, charge and spin) (kcal per mole) = 142.0
- HOMO-LUMO gap (alpha / beta) (Ha) = 0.15990 / 0.16006
- total charge = 0

Cartesian coordinates (Å):
C: -2.8814 -0.2194 1.7949
C: -2.0894 -1.2468 1.8303
C: -2.5339 1.0065 1.2726
C: -1.1699 1.0685 1.0278
C: -0.7794 -1.2395 1.5095
C: 1.7642 0.0441 -0.5752
N: -0.3348 0.0164 1.1747
S: -0.3307 -2.5504 -1.4158
S: 1.3988 0.3343 1.1732
H: -3.1820 1.8529 1.1198
H: -0.6985 1.9958 0.7421
H: -0.0681 -2.0464 1.4836
H: 2.7976 0.3517 -0.7052
H: 1.1096 0.6542 -1.1886
H: 1.6469 -1.0070 -0.8172
H: -1.3756 -3.1081 -1.9995

Cartesian forces (eV/Å) of the 3 atoms listed first:
C 3.031 -4.066 -0.249
C -3.468 3.750 0.078
C -0.085 0.403 0.147



No. 3
Molecular formula: C25H45N6OPb
Method: DFT, ωB97M-V with the def2-TZVPD basis set

Computed properties:
- relative energy (zero: lowest compared OMol25 entry of this formula, charge and spin) (kcal per mole) = 0.0
- HOMO-LUMO gap (Ha) = 0.32157
- total charge = +1

Cartesian coordinates (Å):
Pb: -0.2254 0.6274 0.3775
C: 0.9959 3.7349 1.5142
O: 0.0683 2.7272 1.2440
H: 1.7400 3.8109 0.6975
H: 0.5471 4.7320 1.5870
H: 1.5208 3.4475 2.4351
C: -6.4711 -0.6725 -0.0174
C: -6.2128 0.7820 0.4231
C: -5.2500 0.7845 1.6199
C: -3.8847 0.4003 1.3139
N: -2.8111 0.0515 1.1186
H: -5.5631 -1.2810 0.0162
H: -6.8114 -0.6590 -1.0492
H: -7.1122 -1.1564 0.7212
H: -7.1046 1.3576 0.6522
H: -5.7291 1.2543 -0.4347
H: -5.6403 0.1773 2.4410
H: -5.2579 1.7815 2.0729
C: 1.9667 -1.4777 -3.6734
C: 0.6941 -2.2549 -3.9751
C: -0.5634 -1.4110 -4.1756
C: -1.1665 -0.9758 -2.9171
N: -1.6301 -0.6987 -1.9079
H: 1.8200 -0.7832 -2.8432
H: 2.2486 -0.8707 -4.5366
H: 2.7787 -2.1644 -3.4445
H: 0.5710 -3.1051 -3.2957
H: 0.8458 -2.8640 -4.8750
H: -1.3182 -1.9989 -4.6971
H: -0.2794 -0.5266 -4.7474
C: -3.2698 -4.1430 -0.5850
C: -2.7420 -4.7113 0.7304
C: -2.0249 -3.7000 1.6187
C: -1.0910 -2.8297 0.9337
N: -0.4010 -2.0918 0.3902
H: -3.7322 -4.8920 -1.2241
H: -2.4775 -3.6484 -1.1485
H: -4.0381 -3.4033 -0.3451
H: -2.0775 -5.5554 0.5301
H: -3.5804 -5.1226 1.2945
H: -1.6582 -4.1725 2.5343
H: -2.7660 -3.0730 2.1362
C: 6.0470 2.5709 2.2620
C: 4.6142 2.0952 2.0051
C: 4.6239 1.0516 0.8788
C: 3.3225 0.4333 0.6261
N: 2.2859 -0.0347 0.4652
H: 6.5993 1.7746 2.7675
H: 6.1146 3.5498 2.7208
H: 6.6170 2.5754 1.3239
H: 3.9316 2.8978 1.7338
H: 4.2942 1.6156 2.9314
H: 5.3025 0.2478 1.1748
H: 4.9348 1.4709 -0.0788
C: -1.4419 3.8279 -4.1955
C: -0.0437 4.4332 -3.9972
C: 0.5525 4.1265 -2.6129
C: 0.5439 2.6971 -2.2900
N: 0.5698 1.5825 -2.0129
H: -1.8405 4.1198 -5.1640
H: -2.0558 4.2430 -3.3929
H: -1.4543 2.7412 -4.1088
H: -0.1690 5.5083 -4.1080
H: 0.6543 4.0348 -4.7337
H: 0.0668 4.6476 -1.7895
H: 1.6200 4.3448 -2.6945
C: 2.9382 -3.1695 3.2406
C: 3.4221 -1.7628 3.5617
C: 2.4210 -0.9333 4.3551
C: 1.1865 -0.6179 3.6082
N: 0.2204 -0.4036 3.0292
H: 2.3229 -3.1342 2.3382
H: 2.2775 -3.5864 4.0061
H: 3.7419 -3.8910 3.1155
H: 3.6672 -1.2295 2.6398
H: 4.3892 -1.7739 4.0690
H: 2.7722 0.0610 4.6339
H: 2.0442 -1.5405 5.1817

Cartesian forces (eV/Å) of the 3 atoms listed first:
Pb -0.144 1.153 0.658
C 0.082 -1.036 -0.449
O -0.456 -0.703 -0.655



No. 4
Molecular formula: C13H19BN3O17V
Method: DFT, ωB97M-V with the def2-TZVPD basis set

Computed properties:
- HOMO-LUMO gap (Ha) = 0.25437
- total charge = -2

Cartesian coordinates (Å):
O: 0.1231 -1.3801 -2.2237
V: 0.8859 -0.8449 -0.9320
O: 1.5016 -2.1408 -0.1990
N: 3.8333 0.1855 -2.3563
O: 4.4411 0.0633 -3.4164
O: 2.7484 -0.4690 -2.1981
O: 4.2395 0.8974 -1.4380
N: 2.5754 0.9825 0.9825
O: 3.0260 2.1018 1.1559
O: 3.0580 -0.0069 1.5390
O: 1.5288 0.8519 0.2443
O: 0.2458 1.5333 -2.1680
C: 0.7736 2.5277 -2.5980
O: 2.0458 2.8392 -2.5369
B: 2.3267 4.0389 -3.3395
O: 0.9702 4.5104 -3.7507
C: 0.0438 3.6502 -3.3796
O: -1.1278 3.7117 -3.6369
O: 3.1420 3.6758 -4.5226
C: 4.2197 4.4467 -4.5944
O: 5.0148 4.4206 -5.5018
C: 4.1342 5.4625 -3.4483
O: 3.0494 5.1795 -2.7482
O: 4.8754 6.3853 -3.2593
C: -2.3466 0.0181 2.8523
C: -1.2101 -1.0048 2.5609
C: -1.3723 -2.1129 3.5821
C: -2.4915 -3.1041 3.2225
C: -2.2851 -3.5520 1.7802
C: -2.2676 -2.4518 0.7341
N: -1.2290 -1.4863 1.1674
O: -1.0639 -0.3914 0.2666
C: -1.8266 -3.0279 -0.6063
C: -3.6418 -1.7979 0.5329
C: 0.1306 -0.3094 2.8211
H: -2.3795 0.7834 2.0733
H: -2.1399 0.5337 3.7930
H: -3.3328 -0.4144 3.0178
H: -0.4752 -2.6983 3.8105
H: -1.6126 -1.7334 4.5836
H: -3.4835 -2.6504 3.3014
H: -2.4293 -3.9497 3.9084
H: -3.0822 -4.2743 1.5739
H: -1.3139 -4.0489 1.6786
H: -0.8499 -3.4972 -0.4998
H: -2.4987 -3.8536 -0.8789
H: -1.8884 -2.3036 -1.4108
H: -3.5648 -0.9313 -0.1349
H: -4.3151 -2.4439 -0.0438
H: -4.2157 -1.5193 1.4146
H: 0.1029 0.0771 3.8463
H: 0.4010 0.5080 2.1642
H: 0.8874 -1.0945 2.8178
H: -1.8809 0.1085 0.3967

Cartesian forces (eV/Å) of the 3 atoms listed first:
O 0.093 0.406 0.869
V 3.086 -0.517 -0.309
O -1.345 1.688 -0.859



No. 5
Molecular formula: C3H4N4S
Method: DFT, ωB97M-V with the def2-TZVPD basis set

Computed properties:
- relative energy (zero: lowest compared OMol25 entry of this formula, charge and spin) (kcal per mole) = 135.5
- HOMO-LUMO gap (alpha / beta) (Ha) = 0.28949 / 0.31248
- total charge = 0

Cartesian coordinates (Å):
C: -1.4178 0.3213 -1.1433
C: 1.7782 -0.5949 0.8430
C: 0.8181 0.0454 -0.0588
N: -2.6487 0.2581 -0.7203
N: -2.5227 0.2020 0.6272
N: -1.2889 0.1557 1.0383
N: -0.5384 0.1723 -0.0805
S: 1.7482 -1.0572 -1.0045
H: -1.0826 0.1891 -2.2361
H: 2.7247 -0.4013 1.2680
H: 1.3689 -1.3386 1.5892
H: 1.0610 2.0480 -0.1221

Cartesian forces (eV/Å) of the 3 atoms listed first:
C 1.779 -1.763 -1.914
C -2.353 -2.768 0.417
C 2.558 3.970 -0.294



No. 6
Molecular formula: C3H5LiO4
Method: DFT, ωB97M-V with the def2-TZVPD basis set

Computed properties:
- relative energy (zero: lowest compared OMol25 entry of this formula, charge and spin) (kcal per mole) = 72.8
- HOMO-LUMO gap (Ha) = 0.23114
- total charge = 0

Cartesian coordinates (Å):
H: -4.1123 -2.3137 -0.2284
H: -0.9903 2.0591 -0.2741
C: -1.2492 1.0062 -0.0474
C: -0.1224 0.0194 0.0348
O: 1.0961 0.7138 -0.1360
C: 2.2060 -0.0143 -0.0906
O: 2.2495 -1.2072 0.0712
O: 3.2432 0.7996 -0.1804
O: -2.3994 0.6827 0.1608
H: -0.2599 -0.7405 -0.7502
H: -0.1573 -0.4876 1.0115
H: 4.0594 0.3023 -0.0413
Li: -3.5633 -0.8197 0.4698

Cartesian forces (eV/Å) of the 3 atoms listed first:
H 0.209 0.466 0.278
H -0.043 -0.236 -0.050
C -0.205 0.119 0.239